Molecular formula: C17H31N3NiP2
Method: DFT, ωB97M-V/def2-TZVPD

- gap between HOMO and LUMO (alpha / beta) (eV) = 4.584 / 6.928
- molecular weight (g mol⁻¹) = 398.10
- ΔE to the lowest compared entry with this formula, charge and spin (kcal/mol) = 198.3
- total charge = 0
- multiplicity = 3

Atoms and positions in Å:
P 0.435 -2.032 0.910
P -0.278 2.130 1.774
C 0.883 -0.128 0.158
C 0.798 1.324 0.607
H 0.691 -0.022 -0.975
H 1.957 -0.314 -0.039
H 1.794 1.529 0.972
H 0.710 2.010 -0.254
C -1.762 2.937 1.258
H -2.112 3.590 2.066
H -2.572 2.247 1.015
H -1.601 3.557 0.376
C 0.979 3.330 2.151
H 0.985 4.071 1.341
H 1.984 2.881 2.144
H 0.831 3.781 3.128
C -0.792 -3.305 0.490
H -0.914 -4.050 1.294
H -0.535 -3.832 -0.431
H -1.787 -2.894 0.302
C 2.057 -2.794 0.893
H 2.818 -2.030 0.894
H 2.200 -3.374 -0.006
H 2.222 -3.408 1.777
Ni -0.931 -0.290 -1.168
C 0.298 1.238 -2.445
C -1.072 1.198 -2.094
C -2.032 0.538 -3.065
C -1.601 -0.891 -3.452
C -0.913 -1.586 -2.270
C 0.468 -1.782 -2.365
C 1.348 -1.018 -3.269
C 0.899 0.465 -3.542
C 0.088 -1.937 2.689
H 0.949 2.017 -2.045
H -1.522 1.954 -1.467
H -2.182 1.055 -4.024
H -3.016 0.486 -2.577
H -2.513 -1.421 -3.738
H -1.070 -0.878 -4.416
H -1.509 -2.350 -1.753
H 0.996 -2.595 -1.876
H 1.592 -1.415 -4.295
H 2.345 -0.953 -2.786
H 1.844 0.972 -3.822
H 0.402 0.518 -4.530
H 1.013 -1.874 3.243
H -0.466 -2.695 3.177
H -0.505 -1.050 2.870
N -0.761 1.123 3.083
C -0.567 1.109 4.300
N -0.153 1.686 5.335
C -0.203 1.571 6.640
N -0.214 1.602 7.817